This record from OMol25 describes a molecular structure, C14H23AuN4O2SSi at a distorted geometry. The level of theory is ωB97M-V/def2-TZVPD.

Cartesian coordinates (Å):
Au  0.2484  -0.1927  -0.8201
C  1.0216  0.4397  4.3696
O  1.4777  1.4075  3.4335
C  1.4376  1.0085  2.1437
O  0.9999  -0.0533  1.7789
N  1.9289  1.9876  1.3401
N  2.1217  1.7183  -0.0230
H  0.9654  0.9564  5.3239
H  1.7272  -0.3952  4.4202
H  0.0409  0.0560  4.0839
H  2.4601  2.7264  1.7901
H  2.9981  1.2121  -0.1904
H  2.0964  2.5854  -0.5507
C  3.1448  -3.4328  -0.7633
N  3.2822  -2.6141  -1.9313
C  2.8742  -2.9248  -3.2043
C  3.1431  -1.8690  -4.0004
N  3.7211  -0.9076  -3.2059
C  3.8071  -1.3614  -1.9262
S  4.4514  -0.5450  -0.6419
H  3.1684  -4.4844  -1.0423
H  2.2071  -3.2118  -0.2460
H  3.9749  -3.2136  -0.0908
H  2.4292  -3.8711  -3.4244
H  2.9772  -1.7170  -5.0445
H  4.0650  -0.0082  -3.4953
C  -3.0071  -0.6927  -2.2470
Si  -2.0700  -0.3987  -0.6002
C  -2.7031  -1.8053  0.5455
C  -2.7744  1.1988  0.1843
C  -1.9276  2.1217  0.7855
C  -2.4144  3.2725  1.3784
C  -3.7744  3.5341  1.3718
C  -4.6367  2.6294  0.7758
C  -4.1368  1.4735  0.2029
H  -4.0836  -0.7552  -2.1138
H  -2.6800  -1.6205  -2.7064
H  -2.8098  0.1009  -2.9595
H  -3.7807  -1.7649  0.6958
H  -2.2259  -1.7418  1.5178
H  -2.4651  -2.7842  0.1393
H  -0.8622  1.9356  0.7772
H  -1.7272  3.9664  1.8438
H  -4.1642  4.4383  1.8199
H  -5.7016  2.8250  0.7539
H  -4.8235  0.7707  -0.2476

* highest occupied orbital energy: -7.63 eV
* gap between HOMO and LUMO: 0.2953 hartree
* relative energy (zero: lowest compared OMol25 entry of this formula, charge and spin): 7.87 kcal per mole
* charge: 0
* max |F|: 0.02084 Eh/bohr
* total energy: -47352.2296 eV
* LUMO level: 0.406 eV



This record from OMol25 describes a molecular structure, C38H27Cl2N6O8SSn. The level of theory is ωB97M-V/def2-TZVPD.

Cartesian coordinates (Å):
Sn  0.0696  0.1645  -0.8241
N  -1.0720  -2.4353  3.1931
C  -1.2731  -1.4352  2.2016
N  -0.2225  -0.4422  2.2212
C  0.9179  -0.8627  2.5762
N  2.0426  0.0692  2.3765
N  1.9003  1.2008  2.6787
C  1.9712  2.4182  2.9810
C  1.5261  3.5006  2.0987
C  1.9160  4.7957  2.3955
C  1.5109  5.7980  1.5214
C  0.7401  5.4512  0.4313
C  0.3984  4.1129  0.2341
N  0.7837  3.1455  1.0497
C  1.2847  -2.1284  3.1310
C  2.5894  -2.5525  3.4169
C  2.7864  -3.7630  4.0349
C  1.6769  -4.5475  4.3843
C  0.3897  -4.1406  4.1162
C  0.1793  -2.9152  3.4749
H  -1.8401  -3.0652  3.3481
H  -2.2404  -0.9557  2.3574
H  2.3745  2.6253  3.9684
H  2.5301  5.0131  3.2588
H  1.8006  6.8249  1.6940
H  0.4069  6.1977  -0.2749
H  -0.1851  3.8132  -0.6256
H  3.4297  -1.9399  3.1191
H  3.7858  -4.1121  4.2505
H  1.8354  -5.5006  4.8718
H  -0.4564  -4.7598  4.3852
Cl  -2.0111  -4.8766  1.3438
C  -2.9337  -3.6665  0.5147
C  -4.1791  -4.0802  -0.0018
C  -4.9139  -3.2234  -0.7571
Cl  -6.4485  -3.7387  -1.3590
C  -4.4158  -1.9369  -1.0934
C  -5.0846  -1.0554  -1.9715
C  -4.4898  0.1176  -2.3252
C  -3.2163  0.4100  -1.8048
N  -2.5871  -0.3637  -0.9520
C  -3.1669  -1.5334  -0.5714
C  -2.4479  -2.3974  0.3134
O  -1.2484  -1.9769  0.8440
H  -4.5323  -5.0797  0.2045
H  -6.0506  -1.3356  -2.3667
H  -4.9606  0.8064  -3.0112
H  -2.6938  1.3085  -2.1111
O  0.2161  -1.7895  -1.7456
C  1.0664  -2.3261  -0.9431
O  1.7281  -1.6180  -0.1557
C  1.1970  -3.8028  -0.9560
C  1.7678  -4.4435  0.1351
C  1.8741  -5.8347  0.1851
C  1.4045  -6.5259  -0.9046
O  1.3968  -7.8711  -1.1026
C  0.8576  -8.0821  -2.4109
O  0.4637  -6.8133  -2.9299
C  0.8432  -5.8854  -2.0017
C  0.7135  -4.5254  -2.0600
H  2.1381  -3.8435  0.9559
H  2.3110  -6.3465  1.0305
H  -0.0146  -8.7328  -2.3384
H  1.6273  -8.5164  -3.0525
H  0.2573  -4.0230  -2.9001
C  1.8081  0.5680  -8.6899
C  1.6025  0.9472  -7.2504
C  2.4744  0.5137  -6.2603
C  2.2816  0.8659  -4.9307
C  1.2048  1.6660  -4.5953
C  0.3167  2.1132  -5.5668
C  0.5220  1.7521  -6.8836
S  0.9293  2.1279  -2.9192
O  1.2017  3.5295  -2.7613
O  1.7811  1.2340  -2.0909
O  -0.4837  1.7549  -2.6207
H  2.6431  -0.1211  -8.8026
H  2.0141  1.4510  -9.2968
H  0.9154  0.0929  -9.0985
H  3.3168  -0.1115  -6.5281
H  2.9563  0.5215  -4.1597
H  -0.5216  2.7381  -5.2884
H  -0.1657  2.0975  -7.6459

* highest occupied orbital energy: -10.01 eV
* gap between HOMO and LUMO: 0.2033 hartree
* relative energy (zero: lowest compared OMol25 entry of this formula, charge and spin): 98.56 kcal per mole
* charge: +1
* max |F|: 0.00874 Eh/bohr
* total energy: -106870.2433 eV
* LUMO level: -4.479 eV



This record from OMol25 describes a molecular structure, C53H71ClGeN3O6Ti at a distorted geometry. The level of theory is ωB97M-V/def2-TZVPD.

Cartesian coordinates (Å):
Ti  0.3951  -0.5056  0.4136
C  -2.9057  -0.3282  -6.3272
C  -3.5434  -0.8197  -5.0200
C  -4.3004  -2.1274  -5.2917
C  -4.5734  0.2312  -4.6035
C  -2.4667  -1.0323  -3.9660
C  -2.4718  -0.4013  -2.7529
C  -1.3612  -0.5125  -1.8825
N  -1.1148  0.2098  -0.7849
C  -1.9077  1.1546  -0.1263
C  -2.7171  2.0698  -0.7993
C  -3.5236  2.9599  -0.1250
C  -3.4395  2.9369  1.2727
C  -2.5921  2.1170  1.9951
C  -1.7555  1.1906  1.3181
O  -0.8948  0.4022  1.8853
C  -2.5618  2.2619  3.5080
C  -3.5630  3.2854  4.0614
C  -2.9118  0.9454  4.2044
C  -1.1709  2.7726  3.9141
C  -4.4678  3.9278  -0.8240
C  -4.0912  5.3747  -0.4753
C  -4.4394  3.7951  -2.3453
C  -5.9097  3.6663  -0.3661
C  -0.3218  -1.5216  -2.1549
O  0.5706  -1.7396  -1.2219
C  -0.3671  -2.2104  -3.3920
C  -1.4117  -1.9196  -4.2492
C  0.6675  -3.2739  -3.7445
C  0.4204  -3.8889  -5.1271
C  2.0828  -2.7003  -3.7771
C  0.6019  -4.4169  -2.7225
H  -3.6770  -0.0924  -7.0653
H  -2.2504  -1.0777  -6.7742
H  -2.3151  0.5740  -6.1565
H  -5.1006  -1.9655  -6.0194
H  -4.7511  -2.5128  -4.3751
H  -3.6456  -2.9018  -5.6958
H  -5.3085  0.3742  -5.3982
H  -4.1033  1.1983  -4.4129
H  -5.1176  -0.0684  -3.7050
H  -3.2747  0.2473  -2.4382
H  -2.6769  2.0743  -1.8801
H  -4.0654  3.6340  1.8141
H  -4.5960  3.0099  3.8316
H  -3.3803  4.2929  3.6759
H  -3.4720  3.3344  5.1472
H  -3.8780  0.5775  3.8429
H  -2.9887  1.0931  5.2859
H  -2.1734  0.1645  4.0424
H  -0.9278  3.6881  3.3687
H  -0.3971  2.0406  3.6944
H  -1.1271  2.9953  4.9851
H  -3.0587  5.5854  -0.7607
H  -4.1876  5.5723  0.5937
H  -4.7399  6.0838  -0.9994
H  -3.4487  4.0135  -2.7509
H  -5.1423  4.4973  -2.7995
H  -4.7242  2.7901  -2.6659
H  -6.0357  3.8437  0.7033
H  -6.1987  2.6328  -0.5676
H  -6.6101  4.3231  -0.8914
H  -1.4684  -2.4397  -5.1944
H  0.4760  -3.1377  -5.9185
H  -0.5545  -4.3785  -5.1866
H  1.1780  -4.6456  -5.3378
H  2.1408  -1.8561  -4.4685
H  2.7963  -3.4594  -4.1114
H  2.4060  -2.3634  -2.7955
H  -0.4106  -4.8218  -2.6533
H  0.9024  -4.0859  -1.7294
H  1.2709  -5.2322  -3.0141
N  2.2923  -1.5512  0.6416
C  2.7578  -2.5911  1.5343
C  1.5336  -3.1962  2.2742
C  0.4111  -3.8935  1.4527
C  -1.0183  -3.2821  1.5483
N  -1.0355  -1.9242  1.0010
H  2.8028  -1.4810  -0.2951
H  2.8928  0.0816  0.8048
H  3.4620  -2.2024  2.2797
H  3.2679  -3.3763  0.9582
H  1.0867  -2.4253  2.8930
H  1.9404  -3.9409  2.9615
H  0.3286  -4.9211  1.8208
H  0.6986  -3.9720  0.4009
H  -1.3233  -3.2599  2.5943
H  -1.7114  -3.9179  0.9937
H  -1.5494  -1.2195  1.5197
H  -1.5955  -1.6908  0.1402
Ge  2.7011  0.0086  -0.8985
C  4.0509  0.7614  0.4482
C  3.7956  1.9514  1.1429
C  4.7478  2.4681  2.0107
C  5.9491  1.8049  2.1943
C  6.2070  0.6124  1.5199
C  5.2677  0.0881  0.6580
C  2.4739  1.2896  -2.3787
C  1.9508  2.5572  -2.1285
C  1.7815  3.4614  -3.1666
C  2.1320  3.1102  -4.4647
C  2.6524  1.8508  -4.7210
C  2.8223  0.9455  -3.6809
H  3.3255  -1.2874  -1.5407
H  2.8520  2.4647  0.9986
H  4.5494  3.3890  2.5440
H  6.6899  2.2098  2.8728
H  7.1468  0.0965  1.6732
H  5.4754  -0.8369  0.1329
H  1.6630  2.8343  -1.1214
H  1.3710  4.4435  -2.9638
H  1.9978  3.8174  -5.2744
H  2.9275  1.5723  -5.7317
H  3.2341  -0.0363  -3.8913
C  4.9656  -0.0308  4.7644
C  4.3001  -1.3148  5.1371
C  4.9648  -2.5284  4.9868
C  4.3451  -3.7139  5.3289
Cl  5.2117  -5.2218  5.1463
C  3.0509  -3.7235  5.8196
C  2.3766  -2.5222  5.9528
C  2.9890  -1.3270  5.5927
O  2.2932  -0.1735  5.8124
C  1.7249  0.5843  4.7268
C  0.8432  -0.2165  3.7414
O  -0.1637  -0.7347  4.2407
O  1.2246  -0.2432  2.5342
H  6.0481  -0.1046  4.8852
H  4.6198  0.7884  5.3954
H  4.7519  0.2106  3.7265
H  5.9756  -2.5441  4.5975
H  2.5633  -4.6541  6.0768
H  1.3543  -2.4956  6.3043
H  2.4927  1.1509  4.1878
H  1.0952  1.3034  5.2483
O  0.6487  1.1942  0.3244

* highest occupied orbital energy: -3.22 eV
* gap between HOMO and LUMO: 0.1556 hartree
* relative energy (zero: lowest compared OMol25 entry of this formula, charge and spin): 222.33 kcal per mole
* charge: -1
* max |F|: 0.11026 Eh/bohr
* total energy: -165020.8739 eV
* LUMO level: 1.010 eV



This record from OMol25 describes a molecular structure, CH2IOP at a distorted geometry. The level of theory is ωB97M-V/def2-TZVPD.

Cartesian coordinates (Å):
C  -0.1388  0.5734  0.2056
O  -0.6811  -2.3154  -0.8499
P  0.1568  -1.0637  0.9024
I  2.0165  0.7475  -0.2484
H  -0.6447  1.3022  0.8233
H  -0.7088  0.7561  -0.8329

* highest occupied orbital energy (spin up / spin down): -8.94 / -8.87 eV
* gap between HOMO and LUMO (spin up / spin down): 0.2470 / 0.2440 hartree
* relative energy (zero: lowest compared OMol25 entry of this formula, charge and spin): 135.75 kcal per mole
* charge: 0
* max |F|: 0.12007 Eh/bohr
* total energy: -20499.8725 eV
* LUMO level (spin up / spin down): -2.222 / -2.229 eV



Q: What is the formula in the fourth record?
A: CH2IOP